1.
DFT (wB97M-V/def2-TZVPD) results for C46H44AuN3P2S2 as an isolated structure.

```
98
Properties=species:S:1:pos:R:3:lowdin_charge:R:1
Au 0.69 0.69 -0.63 0.825
C -2.92 -0.61 5.32 -0.027
C -2.52 0.64 4.53 -0.549
C -3.39 0.72 3.28 -0.065
C -2.76 1.89 5.39 -0.031
C -1.03 0.57 4.18 -0.148
C -0.08 0.48 5.22 -0.004
C 1.27 0.46 5.01 -0.047
C 1.71 0.54 3.68 -0.442
S 3.34 0.62 3.08 1.200
C 2.73 0.75 1.50 -0.539
N 1.42 0.69 1.40 -0.029
C 0.80 0.60 2.64 -0.296
C -0.58 0.61 2.87 0.033
C 3.46 0.94 0.25 -0.234
C 4.84 0.93 0.11 -0.007
C 5.41 1.07 -1.15 -0.043
C 4.61 1.17 -2.27 -0.050
C 3.22 1.19 -2.16 -0.114
C 2.68 1.10 -0.90 -0.230
H -3.97 -0.56 5.59 0.097
H -2.35 -0.72 6.25 0.087
H -2.77 -1.51 4.72 0.063
H -4.44 0.76 3.58 0.097
H -3.26 -0.16 2.64 0.082
H -3.18 1.61 2.69 0.085
H -3.82 1.96 5.64 0.094
H -2.49 2.80 4.84 0.094
H -2.20 1.87 6.32 0.084
H -0.44 0.44 6.25 0.121
H 1.97 0.41 5.83 0.123
H -1.26 0.67 2.04 0.101
H 5.47 0.79 0.98 0.123
H 6.49 1.06 -1.25 0.123
H 5.06 1.24 -3.25 0.121
H 2.60 1.25 -3.05 0.091
C -0.97 -2.33 -2.14 -0.493
P -1.12 -0.57 -1.71 0.910
C -1.24 0.19 -3.36 -0.395
C -2.39 0.78 -3.86 -0.058
C -2.39 1.34 -5.14 -0.044
C -1.25 1.30 -5.92 -0.067
C -0.10 0.68 -5.44 -0.102
C -0.09 0.14 -4.16 -0.144
C -2.72 -0.32 -0.91 -0.383
C -3.53 -1.38 -0.53 -0.074
C -4.77 -1.14 0.06 -0.051
C -5.20 0.16 0.27 -0.062
C -4.39 1.23 -0.09 -0.070
C -3.15 0.99 -0.67 -0.131
P -0.41 -3.81 -1.14 1.061
C 1.41 -3.66 -1.20 -0.395
C 2.11 -4.84 -0.95 -0.091
C 3.50 -4.86 -0.92 -0.058
C 4.21 -3.69 -1.17 -0.065
C 3.53 -2.52 -1.45 -0.075
C 2.14 -2.51 -1.46 -0.123
C -0.75 -3.44 0.62 -0.397
C -1.82 -4.16 1.17 -0.122
C -2.10 -4.09 2.53 -0.060
C -1.31 -3.32 3.36 -0.072
C -0.25 -2.59 2.83 -0.070
C 0.02 -2.64 1.47 -0.090
H -0.32 -2.35 -3.03 0.049
H -1.97 -2.57 -2.52 0.055
H -3.29 0.81 -3.27 0.108
H -3.30 1.80 -5.51 0.119
H -1.27 1.71 -6.92 0.117
H 0.77 0.59 -6.07 0.117
H 0.81 -0.35 -3.80 0.095
H -3.22 -2.40 -0.69 0.087
H -5.40 -1.97 0.35 0.118
H -6.17 0.35 0.71 0.119
H -4.72 2.25 0.07 0.118
H -2.53 1.84 -0.95 0.074
H 1.57 -5.76 -0.76 0.107
H 4.02 -5.78 -0.72 0.115
H 5.29 -3.71 -1.17 0.111
H 4.08 -1.61 -1.66 0.087
H 1.63 -1.58 -1.70 0.035
H -2.40 -4.81 0.53 0.099
H -2.92 -4.67 2.94 0.114
H -1.50 -3.30 4.42 0.107
H 0.39 -2.02 3.49 0.101
H 0.90 -2.14 1.08 0.084
C 2.69 4.72 -1.07 0.026
N 2.33 4.28 -2.42 -0.089
C 2.95 4.65 -3.59 0.002
C 2.30 4.04 -4.61 -0.009
N 1.29 3.31 -4.04 0.108
C 1.31 3.45 -2.70 -0.698
S 0.16 2.75 -1.64 0.750
H 3.61 5.30 -1.15 0.107
H 2.85 3.85 -0.44 0.084
H 1.90 5.34 -0.66 0.108
H 3.79 5.32 -3.60 0.143
H 2.46 4.08 -5.67 0.139
H 0.60 2.73 -4.51 0.126
```

## Properties
LUMO level, eV: -7.53
Frontier orbital gap, eV: 5.27
Net charge: +2
DFT total energy, eV: -96814.5635
Relative energy (zero: lowest compared OMol25 entry of this formula, charge and spin), kcal per mole: 0.0



2.
DFT (wB97M-V/def2-TZVPD) results for C46H44BN5O4P2Tc as an isolated structure at a distorted geometry.

```
103
Properties=species:S:1:pos:R:3:lowdin_charge:R:1
Tc -0.13 1.28 0.11 1.369
C 2.88 -0.56 -0.49 -0.172
P 1.87 -1.78 -1.42 1.194
C 1.37 -1.19 -3.04 -0.321
C 2.17 -0.24 -3.67 -0.073
C 1.84 0.18 -4.95 -0.037
C 0.73 -0.35 -5.60 -0.034
C -0.04 -1.32 -4.97 -0.054
C 0.28 -1.75 -3.70 -0.099
C 2.82 -3.29 -1.62 -0.315
C 3.63 -3.73 -0.58 -0.088
C 4.32 -4.93 -0.70 -0.047
C 4.19 -5.68 -1.86 -0.037
C 3.39 -5.24 -2.91 -0.040
C 2.71 -4.04 -2.79 -0.050
C 2.46 -0.35 0.92 -0.400
C 3.16 -0.65 2.06 -0.026
C 2.42 -0.12 3.15 -0.022
C 1.30 0.48 2.62 -0.390
C 0.19 1.21 3.30 -0.235
P -1.29 0.92 2.23 1.016
C -2.55 2.19 2.49 -0.393
C -2.37 3.35 3.24 -0.081
C -3.37 4.31 3.29 -0.064
C -4.55 4.12 2.58 -0.060
C -4.74 2.96 1.83 -0.064
C -3.75 2.01 1.78 -0.129
C -1.94 -0.57 3.05 -0.331
C -3.04 -0.52 3.90 -0.070
C -3.38 -1.63 4.66 -0.053
C -2.63 -2.80 4.58 -0.055
C -1.54 -2.85 3.73 -0.062
C -1.20 -1.75 2.96 -0.091
N 1.30 0.33 1.25 -0.140
H 2.84 0.39 -1.03 0.065
H 3.91 -0.92 -0.52 0.116
H 3.03 0.18 -3.18 0.110
H 2.46 0.92 -5.45 0.121
H 0.49 -0.02 -6.60 0.120
H -0.89 -1.75 -5.49 0.117
H -0.31 -2.53 -3.23 0.112
H 3.73 -3.14 0.33 0.106
H 4.95 -5.27 0.10 0.119
H 4.72 -6.62 -1.95 0.121
H 3.31 -5.82 -3.81 0.120
H 2.10 -3.68 -3.61 0.105
H 4.12 -1.14 2.11 0.113
H 2.68 -0.17 4.20 0.114
H 0.40 2.28 3.36 0.072
H 0.02 0.83 4.31 0.109
H -1.45 3.49 3.79 0.101
H -3.24 5.20 3.88 0.112
H -5.33 4.87 2.63 0.115
H -5.67 2.82 1.28 0.116
H -3.88 1.09 1.21 0.113
H -3.63 0.38 3.98 0.104
H -4.23 -1.58 5.32 0.117
H -2.89 -3.65 5.19 0.117
H -0.94 -3.75 3.68 0.107
H -0.32 -1.79 2.32 0.083
O 0.07 -6.37 0.98 0.149
C -0.72 -5.90 0.01 -0.476
O -1.38 -6.62 -0.68 0.166
C -0.74 -4.40 -0.20 -0.109
C -1.94 -3.83 -0.72 0.047
C -2.03 -2.48 -0.95 -0.004
C -0.94 -1.62 -0.76 -0.257
C 0.37 -2.18 -0.30 -0.252
C 0.34 -3.63 0.02 -0.002
N -1.07 -0.26 -0.92 -0.051
C -1.98 0.18 -1.78 -0.053
C -2.36 1.55 -1.72 -0.245
C -3.35 2.11 -2.53 0.027
C -3.70 3.43 -2.34 -0.007
C -3.07 4.16 -1.33 -0.010
C -2.09 3.55 -0.58 -0.101
N -1.73 2.28 -0.77 -0.062
H 0.45 -5.68 1.53 0.107
H -2.79 -4.48 -0.88 0.137
H -2.98 -2.06 -1.26 0.122
H 0.71 -1.63 0.59 0.085
H 1.26 -4.05 0.41 0.116
H -2.43 -0.49 -2.50 0.136
H -3.82 1.51 -3.29 0.131
H -4.46 3.90 -2.95 0.128
H -3.33 5.19 -1.14 0.123
H -1.58 4.07 0.21 0.108
N 1.33 5.68 1.36 0.174
C 2.56 4.84 1.24 -0.027
C 2.13 3.41 0.83 -0.603
O 2.97 2.63 0.47 0.101
O 0.82 3.26 0.92 -0.197
H 1.25 6.19 2.22 0.163
H 0.60 4.86 1.28 0.135
H 1.22 6.32 0.58 0.167
H 3.08 4.78 2.20 0.142
H 3.26 5.23 0.50 0.142
B 2.59 3.27 -2.97 -0.399
C 1.60 2.42 -2.16 -0.189
N 0.90 1.81 -1.47 -0.014
H 2.53 4.37 -2.47 0.023
H 3.68 2.79 -2.77 0.040
H 2.32 3.28 -4.14 0.020
```

## Properties
Spin multiplicity: 4
LUMO level (spin up / spin down), eV: -6.30 / -6.93
Frontier orbital gap (spin up / spin down), eV: 5.97 / 5.61
Net charge: +2
DFT total energy, eV: -85496.8159



3.
DFT (wB97M-V/def2-TZVPD) results for C46H44N2O2P2Y as an isolated structure at a distorted geometry.

```
97
Properties=species:S:1:pos:R:3:lowdin_charge:R:1
Y 0.91 -0.18 1.40 1.543
C 1.24 1.83 4.19 -0.136
C 0.39 1.76 3.09 -0.275
C -0.45 0.59 3.26 -0.345
C -0.08 0.01 4.51 -0.160
C 0.95 0.76 5.06 -0.170
H 2.00 2.58 4.35 0.101
H 0.21 2.55 2.38 0.078
H -1.45 0.52 2.84 0.086
H -0.55 -0.85 4.96 0.095
H 1.45 0.57 6.00 0.100
C 2.39 -2.22 3.88 -0.075
N 2.94 -1.22 2.95 -0.297
C 3.80 -0.29 3.69 -0.086
C 3.78 -1.92 1.96 -0.202
C 3.01 -2.60 0.86 -0.279
C 3.45 -3.85 0.44 -0.056
C 2.88 -4.45 -0.68 -0.087
C 1.89 -3.78 -1.37 -0.096
C 1.44 -2.55 -0.90 -0.159
C 1.96 -1.90 0.23 -0.226
H 3.20 -2.81 4.34 0.098
H 1.74 -2.91 3.34 0.094
H 1.83 -1.73 4.66 0.061
H 4.68 -0.82 4.10 0.098
H 3.25 0.15 4.51 0.056
H 4.15 0.50 3.03 0.083
H 4.43 -2.64 2.48 0.121
H 4.44 -1.17 1.50 0.122
H 4.24 -4.36 0.98 0.108
H 3.21 -5.43 -1.00 0.103
H 1.44 -4.22 -2.25 0.096
H 0.63 -2.09 -1.47 0.049
O -0.85 1.37 0.31 -0.394
P -1.67 1.47 -0.94 0.775
C -2.89 0.10 -1.10 -0.257
P -2.39 -1.42 -0.18 0.781
O -0.97 -1.36 0.27 -0.416
C -2.62 -2.78 -1.33 -0.270
C -3.30 -3.94 -0.95 -0.059
C -3.33 -5.03 -1.81 -0.060
C -2.69 -4.97 -3.03 -0.061
C -2.01 -3.82 -3.42 -0.064
C -1.98 -2.72 -2.57 -0.089
C -3.51 -1.59 1.21 -0.291
C -4.89 -1.40 1.11 -0.080
C -5.69 -1.56 2.24 -0.065
C -5.11 -1.91 3.45 -0.057
C -3.74 -2.11 3.55 -0.054
C -2.94 -1.96 2.43 -0.075
C -0.55 1.47 -2.37 -0.254
C -0.73 2.26 -3.50 -0.061
C 0.26 2.31 -4.47 -0.064
C 1.43 1.57 -4.32 -0.063
C 1.60 0.77 -3.19 -0.062
C 0.62 0.73 -2.23 -0.100
C -2.68 2.96 -0.98 -0.288
C -2.41 3.94 -0.04 -0.058
C -3.18 5.10 -0.01 -0.058
C -4.21 5.27 -0.93 -0.061
C -4.47 4.28 -1.88 -0.066
C -3.71 3.12 -1.90 -0.098
H -3.04 -0.15 -2.15 0.072
H -3.83 0.46 -0.70 0.065
H -3.79 -3.98 0.01 0.108
H -3.86 -5.93 -1.52 0.112
H -2.70 -5.83 -3.69 0.112
H -1.52 -3.78 -4.38 0.112
H -1.45 -1.82 -2.87 0.104
H -5.34 -1.13 0.17 0.112
H -6.75 -1.40 2.17 0.111
H -5.74 -2.02 4.33 0.113
H -3.30 -2.38 4.50 0.112
H -1.88 -2.11 2.49 0.099
H -1.63 2.85 -3.62 0.100
H 0.12 2.93 -5.35 0.111
H 2.20 1.63 -5.07 0.113
H 2.50 0.18 -3.08 0.118
H 0.74 0.12 -1.35 0.045
H -1.62 3.79 0.68 0.104
H -2.99 5.86 0.73 0.113
H -4.81 6.16 -0.91 0.112
H -5.28 4.41 -2.59 0.111
H -3.92 2.35 -2.63 0.110
N 2.49 1.55 0.59 0.172
C 3.09 2.08 -0.23 -0.089
C 3.84 2.74 -1.24 -0.223
C 3.31 3.87 -1.87 -0.020
C 4.05 4.49 -2.86 -0.058
C 5.30 4.00 -3.21 -0.051
C 5.82 2.87 -2.59 -0.055
C 5.10 2.24 -1.60 -0.014
H 2.34 4.23 -1.58 0.126
H 3.65 5.37 -3.35 0.114
H 5.87 4.50 -3.98 0.114
H 6.79 2.49 -2.88 0.115
H 5.49 1.36 -1.10 0.125
```

## Properties
LUMO level, eV: -2.46
Frontier orbital gap, eV: 6.98
Net charge: +1
DFT total energy, eV: -75110.7465
Relative energy (zero: lowest compared OMol25 entry of this formula, charge and spin), kcal per mole: 33.5



4.
DFT (wB97M-V/def2-TZVPD) results for C46H44N6O2P2S2Tl as an isolated structure at a distorted geometry.

```
103
Properties=species:S:1:pos:R:3:lowdin_charge:R:1
Tl -0.58 0.47 -0.32 0.735
C -4.92 0.72 1.56 0.005
C -3.44 0.68 1.32 -0.270
N -2.95 0.52 0.15 -0.102
N -3.71 0.41 -0.95 -0.018
C -3.24 1.01 -2.01 -0.861
N -3.88 0.80 -3.18 0.095
S -1.86 2.07 -2.03 0.680
C -2.47 0.93 2.40 -0.229
C -2.84 0.89 3.74 0.003
C -1.93 1.31 4.70 -0.036
C -0.68 1.75 4.30 -0.033
C -0.37 1.71 2.95 -0.106
N -1.24 1.30 2.03 0.057
H -5.40 1.20 0.71 0.085
H -5.31 -0.30 1.63 0.091
H -5.17 1.26 2.46 0.081
H -4.76 0.31 -3.16 0.108
H -3.72 1.44 -3.94 0.090
H -3.81 0.53 4.03 0.118
H -2.20 1.30 5.75 0.119
H 0.04 2.11 5.02 0.118
H 0.61 1.98 2.60 0.117
C 1.99 -7.27 0.53 -0.403
S 0.40 -7.24 1.40 0.807
C -0.73 -6.72 0.05 -0.472
C -1.14 -5.26 0.14 -0.241
C 0.09 -4.34 0.03 -0.247
N -0.19 -2.89 -0.07 -0.439
P -0.44 -1.92 1.32 1.018
C -1.74 -2.81 2.25 -0.340
C -1.45 -3.72 3.27 -0.083
C -2.49 -4.41 3.88 -0.058
C -3.80 -4.22 3.47 -0.065
C -4.08 -3.32 2.45 -0.070
C -3.06 -2.62 1.85 -0.104
C 0.98 -2.13 2.41 -0.357
C 2.19 -2.73 2.09 -0.081
C 3.23 -2.73 3.01 -0.057
C 3.08 -2.12 4.24 -0.061
C 1.87 -1.53 4.58 -0.057
C 0.82 -1.54 3.67 -0.110
P -0.47 -2.14 -1.57 1.001
C -1.77 -3.12 -2.39 -0.347
C -3.09 -2.69 -2.23 -0.095
C -4.13 -3.42 -2.79 -0.065
C -3.86 -4.57 -3.51 -0.063
C -2.55 -5.00 -3.67 -0.061
C -1.51 -4.28 -3.13 -0.105
C 1.00 -2.50 -2.57 -0.358
C 2.25 -2.59 -1.96 -0.091
C 3.40 -2.75 -2.72 -0.059
C 3.31 -2.79 -4.10 -0.064
C 2.07 -2.68 -4.72 -0.063
C 0.92 -2.53 -3.96 -0.108
H 2.69 -7.77 1.19 0.031
H 2.34 -6.26 0.32 0.019
H 1.89 -7.84 -0.40 0.036
H -1.61 -7.36 0.13 0.073
H -0.23 -6.94 -0.90 0.076
H -1.64 -5.10 1.09 0.086
H -1.85 -5.03 -0.65 0.096
H 0.67 -4.63 -0.86 0.111
H 0.72 -4.51 0.91 0.077
H -0.43 -3.89 3.58 0.112
H -2.26 -5.12 4.67 0.113
H -4.60 -4.77 3.95 0.110
H -5.11 -3.18 2.13 0.107
H -3.27 -1.93 1.04 0.082
H 2.34 -3.20 1.12 0.085
H 4.18 -3.18 2.74 0.112
H 3.90 -2.11 4.94 0.110
H 1.74 -1.07 5.55 0.110
H -0.13 -1.09 3.93 0.099
H -3.29 -1.79 -1.66 0.065
H -5.15 -3.08 -2.67 0.108
H -4.67 -5.14 -3.95 0.111
H -2.35 -5.91 -4.23 0.112
H -0.49 -4.62 -3.26 0.110
H 2.32 -2.53 -0.88 0.088
H 4.36 -2.83 -2.23 0.113
H 4.20 -2.91 -4.70 0.111
H 2.01 -2.71 -5.80 0.113
H -0.05 -2.46 -4.45 0.111
O 3.53 0.42 1.04 0.086
C 2.49 0.54 0.42 -0.579
O 1.30 0.53 0.92 -0.175
C 2.59 0.71 -1.09 -0.180
C 3.86 0.94 -1.64 0.025
C 3.98 1.10 -2.99 0.025
C 2.83 1.01 -3.80 -0.143
C 2.88 1.15 -5.20 -0.021
C 1.75 1.03 -5.96 -0.062
C 0.52 0.76 -5.34 -0.058
C 0.43 0.61 -3.98 -0.075
C 1.58 0.76 -3.17 -0.202
N 1.49 0.63 -1.81 0.093
H 4.70 0.98 -0.96 0.125
H 4.94 1.29 -3.45 0.127
H 3.84 1.34 -5.67 0.120
H 1.80 1.16 -7.03 0.110
H -0.37 0.64 -5.95 0.113
H -0.52 0.39 -3.52 0.041
```

## Properties
LUMO level, eV: -3.41
Frontier orbital gap, eV: 7.03
Net charge: +1
DFT total energy, eV: -106390.5414
Relative energy (zero: lowest compared OMol25 entry of this formula, charge and spin), kcal per mole: 11.8



Question: net charge of number 3 (C46H44N2O2P2Y)?
Answer: +1



Question: Which value of DFT total energy does entry 1 give?
Answer: -96814.5635 eV



Question: Look up the net charge of the third one.
Answer: +1